The following is a quantum chemistry calculation of C42H46BN10O5PSTi as an isolated structure, from the OMol25 dataset.

Structure (XYZ):
```
107
Properties=species:S:1:pos:R:3:forces:R:3
Ti 12.58758 12.61687 17.63871 -0.0115 -0.0748 0.3983
C 11.62725 9.22029 22.20986 -0.0136 0.4469 1.4013
N 12.29792 10.09998 21.26524 2.2715 0.7380 -1.0627
C 13.68820 10.34702 21.29919 -1.2381 -0.4496 1.0945
C 14.00232 11.07873 20.22073 -0.2750 0.0886 -1.2038
N 12.89112 11.25590 19.42694 -1.4292 0.0115 1.2218
C 11.85579 10.70640 20.11427 1.8539 -0.4673 0.4394
P 10.16291 10.57208 19.60951 -0.9198 0.1205 -0.2396
C 9.77043 12.34645 19.34702 1.3103 -0.7182 -1.1418
N 10.31988 12.98219 18.29943 -0.9131 0.9412 0.2973
C 9.49825 14.10334 18.12651 0.9401 -1.2620 1.4455
C 8.59280 14.16316 19.15060 0.2869 1.2673 -1.7751
N 8.76494 13.04756 19.86745 -1.2333 -1.1206 1.2550
C 7.78200 12.58074 20.86399 1.0509 0.0694 0.5199
C 10.53237 10.12182 17.88733 0.0677 0.0535 -0.5833
N 11.46601 10.68512 17.10142 -0.1834 -0.5231 0.2889
C 11.58632 9.84149 16.02281 0.7233 1.1015 -0.0254
C 10.73014 8.81589 16.13749 -0.5078 -0.7095 -0.2247
N 10.03925 8.99600 17.29428 0.4432 0.1596 0.7737
C 8.88791 8.21240 17.75510 0.1783 -0.0603 -0.3970
H 11.49517 9.75827 23.19460 -0.1747 -0.5361 -1.1307
H 10.68995 8.87491 21.79488 -0.2456 0.1449 0.0972
H 12.23026 8.33366 22.43786 0.0741 0.2997 -0.3644
H 14.33104 10.02469 22.10764 -0.2910 -0.1266 -0.0881
H 14.96307 11.40984 19.88121 0.2012 0.0297 0.1749
H 9.63737 14.77199 17.34392 0.3188 1.0203 -1.1025
H 7.90669 14.97591 19.34137 -0.2324 -0.4500 0.2558
H 6.84958 12.29204 20.39058 0.0152 -0.0338 -0.0209
H 8.22962 11.76328 21.44544 -0.3006 0.1122 -0.3640
H 7.64839 13.40166 21.55900 -0.3584 0.0741 0.0682
H 12.24910 10.04170 15.20182 0.1543 -0.0230 0.0755
H 10.58524 7.98429 15.47087 -0.2174 -0.0456 0.0694
H 8.93759 8.06003 18.83456 0.0334 -0.0552 -0.1788
H 8.02462 8.83395 17.51269 -0.2925 -0.5615 0.0453
H 8.88074 7.23177 17.22984 -0.1080 0.8318 0.3818
O 14.20030 11.31467 16.58486 -0.3625 -0.7415 -0.1729
S 15.38114 11.94551 17.18002 0.7974 1.0849 -0.0442
O 16.26133 11.12819 17.98887 -0.9428 0.7236 -0.5870
N 14.55699 13.13496 17.91801 0.2442 -0.7094 0.0338
C 15.16598 13.94151 18.87558 0.3377 0.5978 -0.1653
C 16.52862 14.16136 19.00938 -0.7513 -0.4372 0.5976
C 16.98202 14.99009 20.07425 -0.0679 -0.3288 -1.3320
C 16.11777 15.67023 20.87428 -0.1172 0.5146 0.0633
C 14.72148 15.49508 20.69257 -0.8993 0.5250 0.7404
C 13.69605 16.14349 21.46735 1.7254 -0.1741 0.0719
C 12.38553 15.91990 21.24064 -0.2997 0.1981 -0.2932
C 12.02517 15.02568 20.21067 0.6911 0.3755 -0.0987
N 12.91244 14.38537 19.49487 0.1424 -0.3304 -0.5371
C 14.24007 14.63708 19.71023 0.4087 -0.8943 -0.3819
C 16.43106 12.80839 15.98803 0.6360 -0.4414 0.3892
C 16.14029 14.06908 15.47573 0.5643 0.0776 -0.7561
C 17.07195 14.71055 14.63469 -0.0354 -0.5967 0.5419
C 18.30118 14.12375 14.35361 -1.2136 -1.6100 1.1283
C 18.60554 12.88643 14.91928 -0.8930 -0.0784 0.6248
C 17.68710 12.23667 15.76492 0.4602 -0.0279 -0.1409
H 17.25901 13.64038 18.38069 -0.3571 0.3104 0.2704
H 18.04957 15.09290 20.07186 0.3244 0.3673 0.6270
H 16.47049 16.42808 21.56942 -0.0368 -0.3290 0.1046
H 14.01613 16.80564 22.25780 -0.0391 0.1887 0.0762
H 11.67202 16.50480 21.79926 -0.3526 -0.2530 -0.0029
H 11.02727 14.91811 19.86633 -0.9313 -0.2268 0.2255
H 15.19322 14.52107 15.68115 -0.3485 0.0992 0.0640
H 16.89387 15.66863 14.18671 -0.4682 0.3463 0.0258
H 18.99167 14.53302 13.68716 0.8909 0.9344 -0.8533
H 19.55497 12.42852 14.73224 0.3477 -0.1800 -0.0591
H 17.97109 11.31588 16.29768 -0.2160 0.4511 -0.5039
N 12.20443 14.53524 16.69418 0.2732 0.9678 -0.0707
C 12.43857 15.66267 16.48918 -0.3263 -0.9996 0.5798
N 12.66326 16.92722 16.32637 0.7520 -0.3308 -0.3389
C 14.08713 17.36864 16.05669 -0.8434 0.1725 -0.9010
C 14.61309 18.07912 17.25764 -0.4770 0.2547 1.8195
O 13.73560 19.13002 17.69558 -0.5475 -0.2985 -0.6838
C 12.43136 18.62641 18.02325 0.6195 -0.1402 0.7277
C 11.73532 17.92651 16.87345 0.5081 0.6869 -0.8179
H 14.13019 18.02976 15.15497 -0.3061 -0.6517 0.6361
H 14.65066 16.45648 15.89392 0.1775 0.0454 -0.2426
H 15.59932 18.52477 17.06647 -0.3605 -0.1707 0.1259
H 14.64790 17.36244 18.12109 0.4320 0.2356 -0.6094
H 11.79776 19.47345 18.33192 0.5108 -0.2821 0.1486
H 12.57677 17.87381 18.86247 -0.4151 0.7638 -0.6207
H 11.50964 18.58109 16.01406 0.0306 0.1254 0.5788
H 10.79921 17.49572 17.21001 -0.0068 -0.3691 -0.0022
C 14.63767 12.90027 9.50245 0.5094 -0.1740 0.0328
C 13.22861 13.49903 9.63412 -0.3304 0.7992 -1.1347
C 12.33925 13.01754 8.45389 1.1773 -0.0188 0.3446
C 13.28586 15.07211 9.56250 -0.6849 -0.5638 0.0005
C 12.57414 13.13920 10.94222 0.6630 1.0848 0.3619
C 11.28803 12.66273 11.08621 -0.4088 -0.9435 1.1970
C 10.71985 12.37448 12.34054 0.2250 0.0838 1.1434
C 11.52969 12.56817 13.44144 0.3517 0.3747 -0.5626
O 11.23361 12.34463 14.78796 0.9108 0.3551 -0.0476
B 12.41595 12.68370 15.45623 -0.1371 0.2017 -1.1942
O 13.41940 13.11655 14.56207 -0.6055 -0.0130 0.5495
C 12.83236 13.07607 13.30771 -1.0312 -0.0331 -0.3281
C 13.31881 13.49149 12.07687 0.8007 -0.6730 1.6322
H 15.12836 13.30983 8.58182 -0.4065 -0.5034 0.7170
H 14.55655 11.78632 9.43245 0.2662 0.8491 0.0002
H 15.30248 13.15632 10.37329 -0.6381 -0.2763 -0.8421
H 12.89106 13.10971 7.51487 -0.2092 0.2620 0.0296
H 11.41960 13.57787 8.43334 -0.3369 0.2061 -0.2348
H 12.11049 11.96469 8.55776 -0.1070 -0.3133 0.0705
H 13.75086 15.42793 8.63748 -0.1753 -0.1844 0.0293
H 13.82516 15.53122 10.39266 0.0455 -0.1851 0.0572
H 12.23197 15.41569 9.61500 0.6304 0.1000 -0.1279
H 10.69346 12.32413 10.28385 -0.3486 0.1485 -1.1467
H 9.70394 12.00563 12.54522 0.4744 0.1393 -0.6637
H 14.32493 13.96227 12.05899 -0.8718 -0.4609 -0.2698
```
Positions in Å, forces in eV/Å.

Values from the calculation:
- E_tot: -113345.433 eV
- Orbital gap: 7.1 eV
- Energy relative to the best compared isomer or geometry (same formula, charge and spin): 0.0 kJ/mol
- Total charge: +2

Results of the Mulliken charge analysis, in e, for atoms 1 through 8: atom 1 (Ti): -0.551, atom 2 (C): -0.929, atom 3 (N): 0.237, atom 4 (C): -1.174, atom 5 (C): -0.484, atom 6 (N): 1.142, atom 7 (C): 0.025, atom 8 (P): -0.560